21
Properties=species:S:1:pos:R:3:nbo_charge:R:1 method="wB97M-V/def2-TZVPD" homo_lumo_gap_ev=10.36 e_above_lowest_ev=1.064 total_charge=+1 fmax_ev_per_a=1.37
N -1.5726 0.0902 -2.3307 -0.88
C -2.8503 0.2836 -1.7703 0.26
N -3.3844 1.4286 -1.7375 -0.67
H -1.4451 -0.8449 -2.6959 0.40
H -1.4710 0.7422 -3.1039 0.41
H -3.2708 -0.6380 -1.3595 0.16
H -4.3968 1.3244 -1.7030 0.38
C 0.8461 -0.3815 0.5019 -0.22
C 1.7908 0.0705 1.5865 -0.43
C 2.4589 -1.1380 2.2582 -0.60
N 0.1923 0.7889 -0.1769 -0.70
H 1.2911 -1.0251 -0.2591 0.23
H 0.0318 -0.9503 0.9585 0.22
H 1.2726 0.6157 2.3786 0.22
H 2.5681 0.7450 1.2067 0.22
H 1.7481 -1.8864 2.6090 0.22
H 3.0730 -1.6410 1.5080 0.21
H 3.1093 -0.8591 3.0805 0.24
H -0.2468 1.3368 0.5670 0.43
H 0.8151 1.4385 -0.6588 0.43
H -0.5593 0.4997 -0.8593 0.47